1.
# C17H34NO6S3Yb

A molecular structure, C17H34NO6S3Yb at a distorted geometry (ωB97M-V with the def2-TZVPD basis set, the OMol25 dataset).

```
! RIJCOSX wB97M-V def2-TZVPD def2/J DEFGRID3
* xyz 2 2
Yb -0.26966 -0.46658 0.47087
C -1.07345 2.71084 0.37961
C 0.00674 2.79507 1.44727
O 0.65730 1.52531 1.56415
C 1.49996 1.42123 2.71665
C 2.01608 -0.00198 2.77184
O 0.97409 -0.93963 2.47263
C 0.16391 -1.42676 3.55382
C -0.96462 -0.46669 3.85650
O -1.50071 -0.05152 2.59910
C -2.46564 0.99362 2.70141
C -2.89750 1.36577 1.30052
O -1.77256 1.45671 0.40788
H -0.64002 2.78124 -0.61270
H -1.77426 3.53583 0.51158
H -0.40642 3.06463 2.42197
H 0.72966 3.56297 1.16141
H 0.92375 1.69120 3.60452
H 2.34197 2.11275 2.63303
H 2.44221 -0.21581 3.75212
H 2.78748 -0.17529 2.02122
H 0.77390 -1.59898 4.44012
H -0.22888 -2.38261 3.20899
H -0.62499 0.41044 4.41327
H -1.72980 -0.97376 4.44834
H -2.01964 1.83852 3.23406
H -3.33665 0.65644 3.26754
H -3.44228 2.31010 1.30662
H -3.54216 0.59343 0.89168
O -2.12477 -1.49433 0.25863
S -3.24664 -1.89874 -0.72885
C -2.77666 -3.55357 -1.30239
C -2.73615 -3.47799 -2.82521
C -2.06365 -2.14497 -3.14362
C -2.82329 -1.10881 -2.31501
H -3.46919 -4.28317 -0.88923
H -1.78123 -3.69864 -0.87630
H -3.74821 -3.49641 -3.23502
H -2.20252 -4.33375 -3.23543
H -2.10825 -1.90076 -4.20356
H -1.01350 -2.17661 -2.84336
H -3.76524 -0.81287 -2.77757
H -2.26732 -0.20479 -2.06411
C 4.46365 1.72708 -0.85586
C 3.38193 0.73932 -1.27293
S 1.83174 1.60931 -1.60690
O 0.70269 0.67892 -1.13391
C 1.74953 1.50422 -3.40165
C 1.64869 0.08312 -3.93812
H 5.37871 1.17879 -0.63520
H 4.17934 2.28997 0.03431
H 4.69134 2.44004 -1.64931
H 3.13889 0.01900 -0.49056
H 3.66163 0.17644 -2.16118
H 2.63838 2.03734 -3.74900
H 0.87882 2.10666 -3.66229
H 2.60319 -0.43856 -3.91613
H 1.32129 0.12326 -4.97609
H 0.92278 -0.50048 -3.37346
S 3.49647 -2.74482 0.29978
C 1.97155 -2.42625 -0.02130
N 0.83816 -2.14446 -0.25519
*
```

Its expectation value of S² is 0.751. The calculation puts the energy above the lowest of the compared OMol25 structures with the same formula, charge and spin at 34.23 kJ/mol. The frontier orbital gap (spin up / spin down) is 9.1833 / 8.2164 eV.

---

2.
# C19H20N2O4

A single C19H20N2O4 molecule (ωB97M-V with the def2-TZVPD basis set, the OMol25 dataset).

```
! RIJCOSX wB97M-V def2-TZVPD def2/J DEFGRID3
* xyz 0 1
C -3.58411 -2.74915 0.34992
C -2.51341 -1.73676 0.14966
C -1.22975 -1.72123 0.60566
C -0.62209 -0.51510 0.14937
C 0.73376 -0.06554 0.38787
O 1.18943 0.99807 0.02233
C 1.60873 -1.05718 1.16687
O 2.92039 -0.55526 1.30712
C 3.63237 -0.50397 0.16021
O 3.25839 -1.02274 -0.87039
C 4.88840 0.19608 0.35327
C 5.41599 0.73698 1.51707
C 6.64669 1.30474 1.18735
C 6.83370 1.09980 -0.16246
N 5.77719 0.43197 -0.66208
C 5.60485 0.04918 -2.03429
C -1.59114 0.16435 -0.58099
C -1.50457 1.47511 -1.26948
N -2.71795 -0.59120 -0.58607
C -3.96531 -0.21425 -1.18963
C -4.82769 0.54676 -0.22627
C -4.59462 0.97894 1.04452
C -5.77719 1.64717 1.45343
C -6.63353 1.56920 0.40250
O -6.06806 0.90280 -0.62199
H -3.22174 -3.52660 1.01604
H -3.87044 -3.21491 -0.59405
H -4.47102 -2.29578 0.79260
H -0.77015 -2.48120 1.20418
H 1.22191 -1.19310 2.17807
H 1.62096 -2.01336 0.63086
H 4.94682 0.71099 2.47946
H 7.32212 1.80766 1.85066
H 7.65360 1.39291 -0.79005
H 4.65471 0.42656 -2.41374
H 5.58954 -1.03808 -2.12918
H 6.42448 0.45514 -2.62556
H -1.63579 1.36051 -2.34637
H -2.26962 2.15766 -0.89897
H -0.52383 1.90190 -1.08320
H -3.76904 0.40344 -2.07278
H -4.49686 -1.11134 -1.52443
H -3.69988 0.84194 1.61651
H -5.95428 2.11675 2.39867
H -7.63198 1.93008 0.25779
*
```

The structure (SMILES) is Cc1cc(C(=O)COC(=O)c2cccn2C)c(C)n1Cc1ccco1. The calculation puts the energy above the lowest of the compared OMol25 structures with the same formula, charge and spin at 255.29 kJ/mol. The frontier orbital gap is 8.9026 eV.